{"formula": "C78H204N10O29", "method": "ωB97M-V/def2-TZVPD", "gap_ev": 8.72, "homo_ev": -8.3, "max_force_ev_per_a": 2.68, "charge": 0, "symbols": ["O", "H", "C", "H", "C", "H", "C", "C", "O", "C", "H", "H", "O", "C", "O", "C", "H", "H", "H", "H", "H", "H", "H", "C", "C", "H", "H", "H", "C", "H", "H", "C", "H", "H", "H", "H", "N", "H", "N", "C", "H", "O", "H", "C", "H", "C", "N", "O", "H", "H", "H", "H", "C", "H", "H", "H", "O", "H", "C", "H", "H", "H", "H", "C", "H", "C", "H", "H", "H", "H", "H", "H", "H", "H", "H", "H", "C", "H", "O", "H", "O", "H", "H", "H", "C", "H", "H", "H", "H", "C", "C", "H", "H", "H", "H", "H", "C", "C", "O", "H", "H", "O", "H", "O", "H", "H", "H", "H", "H", "O", "H", "C", "H", "H", "C", "H", "H", "H", "H", "O", "C", "C", "C", "O", "H", "H", "H", "N", "H", "H", "H", "H", "C", "C", "H", "H", "H", "H", "C", "H", "C", "C", "H", "H", "O", "H", "O", "C", "C", "H", "H", "C", "C", "C", "H", "C", "H", "C", "H", "O", "H", "H", "H", "C", "O", "H", "H", "H", "H", "C", "H", "H", "H", "H", "C", "H", "O", "H", "O", "H", "C", "H", "C", "H", "H", "H", "H", "O", "H", "H", "H", "H", "H", "H", "H", "H", "H", "O", "H", "H", "H", "N", "H", "H", "C", "H", "H", "H", "H", "H", "O", "H", "H", "H", "H", "H", "C", "H", "H", "C", "H", "C", "H", "H", "N", "H", "H", "H", "H", "C", "O", "H", "H", "H", "H", "H", "C", "O", "C", "C", "H", "H", "C", "C", "H", "H", "C", "N", "H", "C", "H", "H", "H", "H", "H", "H", "H", "H", "H", "H", "C", "H", "H", "H", "H", "H", "H", "H", "C", "H", "C", "C", "H", "H", "C", "C", "N", "H", "H", "H", "C", "H", "C", "N", "C", "H", "H", "H", "H", "H", "H", "H", "H", "C", "O", "C", "C", "H", "C", "C", "O", "H", "H", "C", "H", "C", "H", "O", "H", "C", "C", "H", "H", "N", "H", "C", "H", "C", "H", "H", "H"], "xyz": [[-2.8213, -7.2471, -0.2783], [-2.7961, -2.3456, -5.7655], [-1.8058, 7.4067, 1.7121], [0.1677, 8.4364, 1.7010], [0.3919, 8.0690, -9.6107], [1.1910, -3.9414, -0.5306], [3.8641, -3.2946, 0.5429], [3.2436, 0.8106, 6.8011], [2.9349, -2.9096, 1.5784], [-0.5460, 4.0056, 4.1798], [-1.5335, -4.8346, 6.5893], [-5.5506, 1.9772, 1.3697], [1.3560, -6.1653, -2.2516], [5.5908, -2.7302, -2.7599], [-0.2106, -0.0133, -1.0628], [-0.8505, 3.9022, -6.7130], [1.2841, -3.7495, 2.5861], [-1.4394, -2.9733, 1.4045], [-1.8899, -1.8351, -4.3855], [4.6676, -8.9511, 9.3730], [5.3952, -5.6840, 6.0550], [2.9653, 0.1738, -4.7344], [-5.0590, -4.7884, 2.1107], [-0.4814, -3.7464, 5.0719], [1.9229, 0.0300, -4.4505], [6.2108, -4.4799, -1.5664], [7.1306, -5.6949, 5.6220], [-1.5673, 4.3799, 2.4669], [1.2857, -5.3477, -4.5018], [-4.2594, 3.0602, 1.3692], [-1.9910, -8.3937, 2.7743], [6.4897, -7.1067, 7.1392], [-2.0696, -0.8713, -1.6230], [6.2494, -9.1836, 8.7206], [-5.5637, 0.3356, -4.5168], [-1.2993, 1.5815, -1.7903], [3.1835, 2.2646, 6.6600], [4.9645, -2.2583, -2.0029], [-0.2080, 4.9914, -5.9444], [-0.7452, 2.4998, -6.0820], [-0.4689, 3.8163, -7.7304], [-2.4673, 6.4731, 0.8315], [-4.2211, 3.5952, -5.6661], [-0.1941, -8.4678, 2.2516], [2.7828, 2.7424, 4.7165], [-0.7407, -2.3664, -0.7288], [6.0176, -7.2054, 4.7212], [-0.1143, 7.8507, -8.3000], [1.1360, -7.1140, 3.3414], [5.3987, -0.4715, 4.3245], [0.5430, -1.4101, -3.6697], [7.5133, -4.2725, -3.5714], [-8.0209, 0.4405, -2.1914], [2.8553, 5.2945, 2.5346], [-0.8826, 4.1843, -1.4141], [-0.2877, 7.7859, 0.2266], [-2.0239, -3.9546, -4.6001], [-1.5596, -3.0742, 6.7715], [2.7884, 5.3778, 1.4498], [5.6231, 0.7873, 1.2872], [9.8948, 0.3652, 3.1285], [0.1661, 5.5435, 1.1912], [6.2075, -5.8981, 2.8969], [-1.6732, 0.9598, -4.5397], [-6.2090, -1.7074, 0.5621], [-0.9259, 3.5577, 2.7842], [-0.6531, 5.9627, -1.5767], [-5.0514, -2.0785, -0.7287], [-0.6222, 4.8861, -5.0293], [-1.9248, 4.0863, -6.7157], [5.2108, -2.8402, 4.7494], [2.7673, 0.6098, 7.7607], [-1.9795, 2.9395, 5.1418], [3.3658, -3.2522, -0.4256], [-0.1846, -6.2838, 2.4670], [6.9869, -0.8417, 5.0384], [-5.4474, 4.6080, -4.2603], [3.6644, 2.9808, -2.1759], [-1.6571, 2.2862, -5.0262], [0.0068, -9.3412, 2.8720], [4.7541, 1.7644, -1.0422], [7.2323, 1.8184, -0.1884], [4.0616, -8.0845, 3.1375], [-6.2204, 3.8486, -4.3783], [5.5106, -8.4128, 8.9398], [-4.1652, 6.1193, 1.9681], [-2.4093, -7.5863, 0.5197], [2.8052, -6.9730, 0.0920], [-3.7796, 5.2855, -5.4169], [-1.6381, -3.8909, 6.0539], [1.8332, -3.8615, 1.6512], [-8.8581, 4.1075, -0.2962], [-4.6964, -0.8234, 0.5528], [1.4660, 4.7132, -1.8408], [-6.1058, 6.3266, -1.4644], [5.0106, -2.4550, -3.6407], [-1.7616, -6.7997, -1.0876], [-2.5095, 5.0065, 5.0717], [6.6488, -4.6889, -3.5994], [-3.1036, 3.3497, -1.1121], [-0.0534, 3.4957, 2.1338], [10.1243, -1.1003, 1.7493], [0.1067, 7.0016, -5.8802], [-4.3939, 6.0913, 6.0529], [1.2283, -0.5904, 3.3906], [4.2178, -7.9780, -0.1977], [-3.3356, -4.0129, 0.5849], [1.4159, 7.7139, -9.7265], [-9.7285, 2.4584, -2.0907], [4.1655, -6.7476, 1.5084], [-8.9922, 0.0899, -2.5404], [4.8069, -7.5173, 2.5800], [-7.4292, -3.7156, -5.3600], [-5.3250, 5.2826, -8.6402], [1.8442, 6.5953, 1.1484], [1.5624, -0.7269, -1.8641], [0.4724, -8.5148, 1.3904], [-1.5355, 6.5960, -6.3066], [2.4005, -1.8018, 3.8423], [-0.6723, -2.5896, 4.2790], [-6.1930, -1.5683, -5.3704], [-1.3059, -0.8932, -0.8456], [-2.5862, -2.6011, -4.7269], [-1.5547, -8.5106, 1.9273], [-0.9342, 1.6783, -0.0694], [-2.9578, 4.9796, 4.0786], [-2.4199, -4.8471, -6.4008], [-1.5882, 3.8649, 5.2448], [6.8818, -0.5896, 3.4129], [5.8328, 6.0969, 3.3958], [1.2369, -6.3842, -4.8356], [-0.1989, 7.5645, -10.3752], [2.0313, -5.3738, -3.1968], [-4.3809, 3.0128, -2.7594], [-3.9935, 5.9592, -7.7858], [-3.6315, 2.7974, -3.5210], [-3.2896, 4.6749, 7.0794], [-3.5590, -3.0041, -2.8322], [-3.9006, 6.4368, 0.9595], [-5.2883, 2.4247, -2.8970], [-4.6190, 4.5933, -5.4824], [-0.5508, 1.3454, -1.0339], [2.3390, 2.1497, 0.8688], [4.9249, -4.8279, -2.7218], [-2.0669, -3.1827, 2.1001], [2.2689, -4.8605, 1.6352], [-5.3737, 4.8744, -6.6723], [-0.3193, 7.5518, 1.2907], [6.2595, -6.3126, 5.8403], [10.8696, -1.0606, 3.6750], [8.1346, 0.8598, 1.9129], [-0.4956, 6.3194, -6.4802], [-3.8281, -2.5527, -3.7872], [5.1295, 0.4496, -0.8126], [-7.9831, -0.9537, -0.4616], [-7.0820, 5.9695, -1.1367], [6.4970, -2.1246, -2.7467], [-7.3898, -0.6829, -1.3350], [0.3486, 1.9302, -1.2270], [2.9409, 0.0714, 4.3989], [-0.1141, -2.4519, -1.6165], [6.0748, -0.7275, 0.5599], [9.2393, 1.3017, 0.8075], [-3.0350, -4.1453, 1.6242], [-7.2169, 4.6261, -1.5736], [-8.4475, -3.2294, -3.9267], [0.7519, 3.7277, -3.1140], [-2.0544, 5.9968, 5.0903], [-7.2673, -1.5345, -2.0043], [5.8115, -4.2186, -2.5464], [-5.6336, 4.5237, -2.3650], [1.6633, -7.0702, -2.3430], [-9.1332, 4.8221, -1.8753], [-6.7434, -1.0496, -6.1554], [-5.4694, 6.0120, 6.9114], [-1.1613, -7.5735, -1.5662], [-1.7111, 2.3608, 2.6613], [1.3752, 0.2931, 5.7090], [-1.5886, 4.8814, -3.2027], [-1.7508, -0.6361, 0.1157], [5.5027, -6.4737, 3.4969], [-1.1495, 1.0406, 4.1313], [-0.6740, 5.0062, -2.0990], [4.4713, 6.7000, 4.4279], [5.4738, -2.5809, 3.0238], [5.5580, -0.0096, -1.7035], [4.7540, -5.7260, 3.7588], [-7.0534, -1.9299, -4.3840], [2.2624, 2.6345, 6.8466], [4.3552, 2.1780, 4.9139], [3.8394, 2.9403, 0.8724], [1.8519, -4.8526, -5.2907], [5.4284, -7.9850, 4.9765], [-1.0626, -6.2835, -0.4296], [4.7392, 4.3834, 6.3192], [7.0682, -8.0060, 6.9282], [0.0967, -4.6113, 0.6702], [7.1444, -3.3097, 4.1402], [-7.0984, 2.0008, -1.0637], [-6.1907, 5.2768, 6.5547], [-5.0569, -1.2601, -2.9322], [-4.3547, -1.1565, -3.6508], [0.4865, -3.7346, 5.5731], [8.1216, -1.4639, 1.3289], [5.9402, -2.5165, 4.0069], [-0.7907, 5.9447, -8.6507], [-1.4797, -3.1638, -0.8064], [-0.9977, 1.7677, -6.8490], [3.0267, -8.4212, 1.0695], [3.1929, 4.9224, 5.6561], [2.1606, -1.1330, -2.4956], [-4.7925, -3.1024, 2.3165], [-0.7781, 0.7734, -3.9464], [1.6751, 0.8903, -3.8287], [0.3043, 3.3982, 4.4900], [-8.6238, -2.5300, -5.6130], [-3.9078, 2.6667, -1.3854], [-5.9736, 6.9778, 6.9446], [-4.1625, 4.0718, -7.9792], [-2.5864, -5.0062, -5.3354], [-0.4883, -4.6487, 4.4605], [5.2889, 5.9853, 4.3338], [5.9544, 6.0445, 5.1950], [-2.4775, 5.0699, -2.8931], [0.4695, 6.3897, 1.6516], [9.2050, -1.0926, -0.1001], [-2.0792, -5.9068, -4.9893], [-0.1854, 5.0340, 4.1577], [6.0316, -7.8715, 9.7296], [6.0491, 0.3481, 0.3851], [2.1854, 4.1872, 0.8735], [3.0234, -5.7823, -3.3890], [-4.3194, 5.6258, 0.3639], [0.8362, 6.0764, -8.1623], [-0.4640, -7.1222, 3.9768], [-3.4545, 1.6755, -1.3946], [-8.5231, 4.0995, -1.3334], [4.7743, 4.6591, 4.2684], [3.6172, 2.8044, 5.4150], [-5.4442, -1.2868, -0.0907], [4.1941, -4.3294, 0.6343], [-7.1229, 6.0576, -0.0510], [2.2978, -0.7746, 3.4925], [8.4244, 0.5837, 0.8990], [2.3993, 7.4069, 1.6188], [-4.6481, -3.2132, -4.0690], [0.7274, 4.7101, -2.6423], [-8.0140, 1.6783, -1.3427], [2.2661, -4.3758, -2.8267], [-3.6690, 4.8799, 6.0784], [9.1283, -1.1151, 3.6142], [4.7474, -2.6563, 0.5659], [1.0126, 5.4296, -3.4098], [5.5165, -8.2191, 2.1417], [2.8141, 1.5488, -1.6370], [-1.8211, 7.1277, 2.7657], [-2.9423, -6.4313, -2.7874], [4.3057, -0.2269, -0.5853], [-7.8787, 6.5997, -1.5319], [-7.4614, 0.5603, -3.1192], [1.6149, -1.2344, -3.7606], [0.2693, 2.3266, -5.7230], [-1.5630, 0.2505, 2.5635], [2.5433, -1.0303, 6.1364], [2.0703, -2.0159, -4.3688], [-1.5150, -5.3635, -2.5585], [2.7274, -0.6447, 2.4992], [4.0447, 1.4585, -2.9607], [-4.6054, 5.0596, -7.8524], [0.6661, -1.7122, 0.4294], [3.7741, 1.9097, -2.0062], [3.5511, -7.6016, 0.5782], [0.3009, -4.8807, -4.4853], [-4.2570, 3.9732, 5.9361], [6.3096, -1.0598, 4.2127], [0.0902, -7.1698, 3.0394], [0.0566, -2.5175, 0.4322], [-3.9726, -4.2191, 3.4714], [-5.9817, 5.5532, -4.1648], [4.2971, 0.5310, 6.7882], [-2.3819, -5.8195, -2.0804], [7.4085, -3.4380, 5.0542], [-5.1139, -0.6236, -4.7730], [7.3675, 0.8271, -0.0497], [2.8315, 3.0322, 1.2771], [-2.2303, 8.4101, 1.6806], [-2.5250, 0.7893, -3.8812], [6.9932, -6.5327, 7.9171], [3.7905, 5.5931, 1.0792], [1.4013, 0.1460, -5.4005], [-1.7077, 0.2142, -5.3340], [-2.5412, -5.1121, 1.7221], [-5.7803, -2.4313, -5.8930], [-1.1349, 1.1297, 3.0451], [-5.0228, 2.6373, -0.5352], [-0.1522, 6.4848, -7.9516], [-8.6767, 2.7437, -2.0720], [0.4311, 9.1292, -9.8607], [4.0639, 4.2946, 5.4682], [2.4156, -0.0319, 5.7182], [5.2476, -7.5598, 7.7727], [-3.0216, -5.0662, -1.6206], [-1.1269, -2.7849, 3.4563], [10.0063, -0.7188, 3.1040], [-3.6602, -5.1246, -5.1903], [0.7829, -3.7887, 0.4685], [-4.3937, -0.3971, -5.5592], [-6.0726, -0.3222, -0.9520], [1.8250, 6.6987, 0.0635], [-4.3096, -4.0711, 2.4454], [8.9312, -0.8542, 0.9276], [2.8645, 2.8062, 2.3430], [-2.6386, -3.9034, 5.6216], [-4.8141, 4.4298, -2.9477], [-8.4022, 2.8526, -3.1212], [-7.9519, -2.9104, -4.8437], [-4.0295, 1.3779, 0.8310], [-4.6802, 2.2505, 0.7731], [-0.0801, 1.1140, 2.7706], [-5.1372, 5.7697, 7.9209], [-4.3616, 7.3910, 0.7043]], "forces_ev_per_a": [[-0.2, -0.6, 0.0], [-0.3, -0.2, -0.2], [0.9, 0.3, -0.5], [-0.3, 0.0, 0.7], [0.1, -0.1, 0.1], [0.5, -0.5, 0.0], [-0.7, -0.2, 0.1], [-1.3, 0.7, -1.7], [-0.5, -1.0, -0.5], [0.7, -1.6, 1.4], [0.1, -0.1, 0.3], [-0.5, -0.1, -0.6], [-0.2, 0.0, 0.8], [-1.0, 0.8, 0.8], [0.2, -0.9, -0.2], [-0.4, -0.3, 1.1], [0.2, 0.5, 0.1], [0.8, 0.4, -0.4], [0.4, -0.5, 0.2], [-0.5, 0.6, -0.6], [-0.2, 0.5, -0.1], [0.3, -0.4, 0.3], [0.3, -0.4, 0.2], [-1.4, -0.2, -0.7], [-0.1, 1.8, -1.5], [0.1, 0.2, 0.1], [0.0, 0.0, 0.1], [-0.3, -0.4, -0.9], [0.2, -0.1, -0.7], [0.6, 0.2, -0.3], [-0.5, 0.0, 0.0], [-0.6, -0.6, 0.7], [0.0, 0.3, -0.3], [0.0, -0.3, -0.6], [0.0, -0.1, 0.4], [0.0, 0.0, -0.2], [0.4, 0.1, 1.0], [0.0, -0.3, 0.5], [0.2, -1.4, -1.0], [0.3, 0.2, -0.1], [0.0, 0.2, 0.0], [-0.1, 0.5, 0.4], [0.5, -0.3, 0.4], [0.9, 0.8, 1.3], [-0.2, 0.2, -0.5], [-0.3, 1.6, -1.7], [0.4, 1.2, -1.6], [-0.1, 0.7, -0.4], [0.2, 0.1, -0.2], [-0.1, 0.2, 0.1], [-0.2, -0.1, -0.3], [0.0, 0.2, 0.2], [1.6, 0.1, 2.1], [0.0, -0.4, 0.1], [-0.3, 0.2, 0.6], [-0.2, -0.3, -0.6], [0.4, 2.0, 0.4], [-0.3, 0.0, 0.1], [-2.0, 0.4, -0.1], [0.0, 0.4, 0.1], [0.4, 0.2, 0.5], [-0.5, 0.0, -0.1], [0.7, -0.4, 0.4], [0.4, 0.3, 0.2], [0.0, -0.2, 0.2], [-0.9, 0.3, -0.1], [-0.5, 0.1, -0.1], [0.4, -0.3, 0.2], [0.0, 0.5, 0.4], [-0.4, 0.1, -0.6], [-0.2, 0.0, 0.0], [0.3, -0.4, 0.1], [-0.7, 0.2, -0.1], [0.1, 0.4, -0.2], [0.1, 0.0, -0.2], [-0.3, -0.5, 0.6], [-1.3, 0.3, 0.8], [-0.1, 0.1, 0.0], [-0.7, 0.3, 0.3], [0.4, -0.1, 0.1], [0.7, 0.4, 0.5], [0.4, 0.2, -0.2], [-0.3, 0.0, 0.0], [-0.4, -0.3, -0.2], [1.2, 0.5, -0.9], [-0.1, 0.4, 0.4], [-0.1, -0.5, 0.4], [-0.2, -0.1, -0.3], [0.2, 0.2, 0.1], [0.6, -0.1, 0.7], [0.1, 0.3, -1.5], [0.5, -0.3, 0.2], [0.1, 0.1, -0.4], [0.0, 0.1, 0.1], [-0.1, 0.0, -0.1], [0.3, -0.5, -0.5], [-0.6, 1.5, 0.6], [-1.7, -1.7, 0.1], [0.4, -0.6, -0.2], [-0.1, 0.4, 0.6], [0.2, 0.0, 0.0], [-0.9, 0.0, -0.9], [0.0, 0.3, -0.3], [0.6, -0.5, -0.6], [-0.3, 0.2, 0.3], [0.3, -0.2, 0.1], [0.5, 0.3, -0.3], [0.2, -0.3, 0.2], [-0.3, 0.4, 0.0], [0.8, -1.1, 1.3], [-0.4, 0.4, 0.5], [0.2, 1.8, -0.5], [0.3, -0.4, 0.4], [0.0, -0.3, -0.1], [0.9, -2.1, 0.2], [-0.5, 0.2, -0.2], [-0.5, 0.0, -0.3], [-0.4, 0.1, -0.1], [0.1, -0.3, -0.3], [1.2, 0.5, 0.9], [1.3, 1.6, -0.9], [0.3, -1.7, 0.9], [-1.1, -1.8, 0.9], [-0.6, -0.1, -0.7], [-0.2, -0.2, 0.3], [-0.3, 0.0, -0.3], [0.1, -0.2, -0.3], [1.5, 1.8, -1.1], [-0.2, -0.4, -0.6], [0.0, 0.4, 0.2], [-0.5, -0.1, -0.1], [-0.3, -0.1, 0.0], [0.8, 0.3, -0.7], [-0.8, 0.8, -0.7], [0.8, -0.4, 0.1], [0.0, -0.2, 0.1], [0.5, 0.5, 0.4], [0.4, 0.7, 0.3], [0.8, -0.5, 0.6], [0.0, -0.7, -0.4], [1.2, -0.3, -1.8], [-0.1, 0.7, -0.1], [-0.5, 0.1, -0.4], [-0.3, 0.4, 0.4], [-1.7, -0.3, -0.2], [0.0, -0.2, 0.0], [-1.0, 0.9, 1.0], [-1.1, -0.4, -0.2], [-0.5, -1.0, 1.0], [0.2, 0.1, -0.4], [-0.6, -0.2, 0.5], [-0.1, -0.1, 0.4], [-0.1, 0.9, -1.1], [-0.4, -0.9, 0.7], [-0.2, 0.2, 0.1], [0.1, -0.2, 0.1], [0.3, -0.3, -0.1], [0.4, 0.0, -1.3], [0.1, -0.1, -0.1], [0.3, 0.7, 0.9], [0.1, -0.4, -0.6], [0.4, -0.1, 0.2], [0.3, -0.2, -0.9], [0.1, 0.0, 0.2], [-0.1, -0.1, 1.0], [-0.4, -0.4, -0.5], [-0.1, -0.1, 0.0], [0.5, -0.3, 0.7], [-0.4, -0.5, 0.1], [0.2, 0.3, -1.2], [0.3, 0.0, 0.5], [-0.1, 0.0, 0.0], [-0.8, 0.0, 0.1], [0.0, 0.5, -0.3], [-0.9, 0.4, 0.4], [-0.3, -0.3, -0.3], [-0.6, 0.3, -0.2], [-0.2, -0.1, 0.2], [0.6, 0.6, 0.5], [-0.3, 0.1, 0.1], [-0.9, -1.8, 0.5], [-0.2, -0.4, 0.2], [0.9, -1.3, -0.8], [0.0, 0.3, 0.0], [0.4, -0.7, -0.1], [0.5, 0.2, -0.1], [-0.4, 0.0, 0.3], [-0.8, -0.8, 0.9], [-0.1, -0.3, 0.3], [0.5, 0.1, 0.4], [0.3, 0.4, 0.1], [0.2, 0.3, 0.1], [-0.3, 0.2, 0.0], [0.4, 0.3, 0.0], [0.1, 0.2, 0.2], [0.3, 0.0, -0.1], [-0.3, 0.0, -0.1], [-0.5, -0.4, -1.2], [0.6, -0.6, -0.2], [-0.2, -0.3, 0.1], [0.1, 0.4, 0.7], [-0.2, -1.0, 1.0], [0.0, 0.3, 0.1], [0.0, -0.5, -0.3], [1.3, 0.7, 1.0], [-0.6, -0.1, 0.1], [-0.4, 0.2, 0.0], [0.2, -0.1, -0.4], [0.0, -0.2, 0.0], [-0.1, 0.3, -0.2], [1.5, -1.2, 1.5], [0.2, 0.2, 0.2], [0.3, -0.2, 0.1], [-0.2, 0.1, 0.0], [0.3, -0.1, 0.3], [-0.4, 0.4, 0.2], [0.3, -0.1, -0.5], [0.1, 0.0, 0.0], [1.0, 0.4, -0.8], [-0.1, 0.4, -0.3], [0.2, -0.1, -0.4], [-0.2, -1.2, -0.1], [0.2, 0.4, 0.0], [-0.6, 0.0, 0.0], [1.5, 0.5, 0.1], [0.0, -0.5, 0.2], [-0.1, 0.0, -0.2], [-0.1, 0.0, -0.2], [-0.3, 0.6, 0.2], [0.5, -0.8, -1.5], [0.2, 1.6, 0.5], [0.2, -0.2, 0.0], [0.4, 0.2, -0.6], [0.4, -0.3, 0.3], [-0.3, -0.2, 0.0], [0.0, -0.3, -0.1], [-0.3, 0.2, -2.2], [-0.9, -0.3, 0.7], [-0.2, 0.8, -1.9], [-1.2, 0.4, -0.7], [0.0, -0.2, 0.5], [0.0, -0.2, 0.2], [-0.3, -0.4, -0.2], [0.7, 0.8, 1.5], [-0.6, 0.5, 0.0], [0.0, -0.3, -0.8], [-0.3, 0.2, -0.1], [-1.1, -0.6, -1.4], [-0.6, 0.1, 0.5], [1.3, 0.5, 0.0], [-0.3, -0.4, -0.2], [-0.3, 0.2, 0.1], [0.1, 0.1, 0.0], [0.2, 0.0, 0.0], [-0.2, -0.4, -0.2], [-0.3, -0.5, 0.1], [-0.2, 0.4, -0.2], [-0.9, 0.3, 0.0], [-0.1, 0.1, -0.3], [0.4, 0.1, -0.1], [-0.4, 0.3, -0.4], [0.3, -0.1, 0.0], [-0.6, 0.3, 0.0], [-0.5, -0.6, -0.4], [0.0, -0.6, 0.6], [-0.4, 0.3, -0.5], [0.3, -0.1, 0.2], [-0.1, -0.3, 0.0], [-1.2, -0.4, 1.0], [0.5, -0.1, 0.5], [-0.4, 0.9, -0.4], [-0.7, 0.7, -0.2], [0.0, -0.2, 0.3], [-0.6, 0.1, -0.8], [-0.1, 0.9, 0.0], [0.3, -0.5, 0.0], [0.0, -0.1, 1.3], [-0.7, 0.0, 0.2], [0.0, 0.2, -0.3], [-0.1, -0.3, 0.1], [1.4, -1.0, -0.1], [-0.4, 0.3, 0.1], [0.4, -0.8, -1.3], [-0.5, -0.2, 0.4], [0.7, -1.8, -0.2], [-0.5, 0.1, -0.4], [-0.2, 0.3, -0.2], [0.4, 0.3, -0.2], [0.1, -0.3, -0.4], [-0.3, -0.1, -0.1], [0.0, 0.0, -0.4], [-0.3, -0.3, -0.2], [0.5, -0.4, 0.2], [1.2, 0.7, 0.4], [0.0, 0.2, 0.7], [0.9, -0.1, -0.3], [-0.4, 0.6, 1.6], [-0.3, 0.0, 0.4], [0.7, -1.2, 0.0], [1.5, 0.9, 0.9], [0.1, -0.8, 0.5], [0.1, -0.2, 0.1], [-0.5, -0.5, -0.2], [-0.5, 0.5, -0.2], [-0.2, 0.0, 0.2], [1.0, 0.8, 0.8], [0.0, 0.1, -0.3], [0.5, 0.5, 0.8], [0.1, 0.4, -0.3], [0.6, 0.2, 0.0], [0.8, 0.3, 0.6], [-0.1, 0.7, 0.4], [0.2, 0.2, -0.4], [1.1, -0.6, -0.3], [0.5, 0.1, -0.2], [0.0, 0.1, 0.5], [0.4, 0.0, -0.3], [-0.4, 0.1, 1.0], [0.3, 0.0, -0.1], [-0.1, -0.2, 0.2], [0.0, 0.1, 0.0]], "lowdin_charge": [-0.083, 0.116, -0.191, 0.117, -0.114, 0.098, -0.080, -0.162, -0.213, -0.201, 0.067, 0.094, -0.077, -0.079, -0.206, -0.180, 0.107, 0.016, 0.090, 0.082, 0.114, 0.080, 0.082, -0.319, -0.101, 0.110, 0.108, 0.097, -0.072, 0.078, 0.099, -0.195, 0.113, 0.072, 0.104, 0.069, -0.078, 0.035, -0.042, -0.206, 0.114, -0.202, 0.113, -0.292, 0.087, -0.190, -0.053, -0.183, 0.073, 0.057, 0.099, 0.078, -0.163, 0.104, 0.087, 0.106, -0.241, 0.072, -0.165, 0.125, 0.078, 0.081, 0.116, -0.111, 0.081, -0.200, 0.103, 0.078, 0.053, 0.094, 0.107, 0.110, 0.091, 0.071, 0.056, 0.077, -0.209, 0.094, -0.198, 0.112, -0.180, 0.112, 0.111, 0.115, -0.097, 0.079, 0.025, 0.072, 0.119, -0.084, -0.136, 0.128, 0.077, 0.058, 0.083, 0.078, -0.327, -0.193, -0.089, 0.117, 0.107, -0.188, 0.121, -0.176, 0.066, 0.090, 0.094, 0.082, 0.114, -0.224, 0.120, -0.180, 0.086, 0.084, -0.188, 0.051, 0.105, 0.108, 0.081, -0.099, -0.266, -0.149, -0.135, -0.078, 0.090, 0.099, 0.086, -0.032, 0.042, 0.088, 0.078, 0.082, -0.333, -0.167, 0.084, 0.100, 0.116, 0.099, -0.086, 0.114, -0.219, -0.087, 0.081, 0.089, -0.105, 0.096, -0.206, -0.217, -0.217, 0.090, 0.093, -0.193, -0.168, -0.250, 0.121, -0.095, 0.077, -0.214, 0.083, -0.221, 0.105, 0.097, 0.125, -0.270, -0.247, 0.097, 0.064, 0.120, 0.097, -0.294, 0.035, 0.086, 0.112, 0.125, -0.145, 0.109, -0.204, 0.119, -0.094, 0.111, -0.161, 0.083, -0.268, 0.083, 0.099, 0.114, 0.106, -0.205, 0.109, 0.120, 0.081, 0.077, 0.099, 0.084, 0.112, 0.114, 0.096, -0.099, 0.075, 0.088, 0.062, -0.031, 0.109, 0.106, -0.265, 0.112, 0.110, 0.117, 0.078, 0.117, -0.083, 0.064, 0.067, 0.066, 0.093, 0.091, -0.221, 0.090, 0.087, -0.128, 0.082, -0.109, 0.083, 0.053, -0.034, 0.123, 0.081, 0.108, 0.076, -0.186, -0.196, 0.101, 0.070, 0.120, 0.070, 0.106, -0.173, -0.223, -0.231, -0.075, 0.076, 0.090, -0.116, -0.249, 0.116, 0.101, -0.077, -0.032, 0.097, -0.231, 0.061, 0.072, 0.070, 0.122, 0.072, 0.105, 0.078, 0.109, 0.090, 0.093, -0.338, 0.112, 0.083, 0.110, 0.114, 0.059, 0.083, 0.087, -0.099, 0.122, -0.113, -0.126, 0.056, 0.121, -0.083, -0.070, -0.072, 0.066, 0.127, 0.111, -0.073, 0.070, -0.176, -0.038, -0.132, 0.115, 0.066, 0.115, 0.122, 0.072, 0.080, 0.099, 0.111, -0.097, -0.183, -0.246, -0.213, 0.085, -0.190, -0.180, -0.209, 0.060, 0.013, -0.120, 0.083, -0.142, 0.106, -0.220, 0.108, -0.059, -0.167, 0.079, 0.062, -0.024, 0.110, -0.086, 0.073, -0.097, 0.072, 0.088, 0.088]}